This record from the OMol25 dataset describes a cluster of 2 separate species, C6H14NS in total. The level of theory is ωB97M-V/def2-TZVPD.

Values from the calculation:
Total charge: -2
Energy above the lowest of the compared OMol25 structures with the same formula, charge and spin: 417.8 kJ/mol
Calculated total energy: -18766.573 eV
Highest occupied orbital energy (spin up / spin down): 0.1246 / 0.0628 hartree
E_LUMO (spin up / spin down): 6.37 / 6.18 eV
2S+1: 2
HOMO-LUMO gap (spin up / spin down): 3.0 / 4.5 eV

The geometry in XYZ format:
```
22
C6H14NS ωB97M-V/def2-TZVPD
C -1.10801 0.47978 1.12274
C -2.23565 0.92756 0.08295
S -3.42089 -0.39126 -0.40599
C -0.51691 -0.93943 0.83258
N 1.20342 -0.56926 0.64116
C 2.08524 2.24914 -0.29874
C 0.43986 -1.03153 -0.39105
C 0.60628 -2.44298 -0.91269
H -0.17428 1.02485 1.10228
H -1.71299 0.57080 2.14240
H -1.75313 1.12283 -0.88091
H -2.56478 1.95463 0.35110
H -0.25847 -1.52964 1.72798
H -1.36382 -1.58183 0.30183
H 2.01715 2.14974 0.81751
H 1.56203 1.43055 -0.74343
H 3.15669 2.05944 -0.41500
H 1.82033 3.25077 -0.67942
H 0.09135 -0.42459 -1.23997
H 1.06460 -2.41262 -1.92093
H -0.34749 -2.90015 -0.88723
H 1.40947 -2.99681 -0.34718
```